112
Properties=species:S:1:pos:R:3 method="wB97M-V/def2-TZVPD" gap_ev=4.89 e_above_lowest_ev=0.000 charge=0 max_force_ev_per_a=0.478
K -1.45345 0.18013 -0.04356
C -0.27350 -1.67183 4.37657
C 0.26156 -0.26033 4.65322
C 1.54792 -0.40101 5.47392
C -0.79660 0.46640 5.48712
P 0.40917 0.54697 2.94266
C 2.06197 -0.13676 2.43628
N 2.36931 0.07894 1.04131
B 1.42561 0.07171 -0.10171
N 2.33151 0.52875 -1.17788
C 2.02751 0.90023 -2.53853
P 0.31710 0.48405 -3.12373
C 0.12378 1.85215 -4.41654
C 1.33424 2.20087 -5.28884
C -0.25496 3.09165 -3.58983
C -1.06724 1.52920 -5.32284
C 0.61895 -1.15163 -4.02120
C -0.74465 -1.77026 -4.35202
C 1.46369 -1.10480 -5.29468
C 1.33463 -2.05909 -3.00938
C 3.61723 0.76194 -0.71422
C 4.75108 1.22422 -1.36529
C 5.92978 1.37318 -0.63015
C 5.96472 1.06942 0.72131
C 4.82357 0.61178 1.38557
C 3.64724 0.46472 0.66516
C 0.80275 2.37893 3.17970
C 1.74143 2.74838 4.32830
C 1.44487 2.87501 1.87503
C -0.52954 3.12351 3.35238
H -0.44393 -2.19513 5.32281
H 0.43561 -2.26531 3.79574
H -1.21774 -1.62883 3.82960
H 1.32345 -0.94375 6.39880
H 1.97717 0.55841 5.75303
H 2.31137 -0.97158 4.94223
H -1.03812 -0.13667 6.36868
H -1.71970 0.61523 4.92016
H -0.45144 1.43785 5.84013
H 2.07899 -1.20091 2.70153
H 2.82649 0.33708 3.05793
H 2.75403 0.46045 -3.23378
H 2.14108 1.98553 -2.65225
H 2.24596 2.34398 -4.70731
H 1.13576 3.14096 -5.81546
H 1.53175 1.44173 -6.04294
H 0.55631 3.40402 -2.92635
H -1.14028 2.89626 -2.98061
H -0.47572 3.92857 -4.26050
H -0.84899 0.71296 -6.01150
H -1.31696 2.40901 -5.92525
H -1.95233 1.25942 -4.73952
H -1.29362 -1.18710 -5.09162
H -1.37427 -1.84774 -3.46402
H -0.60629 -2.77808 -4.75728
H 0.94378 -0.61410 -6.11817
H 1.68693 -2.12857 -5.61331
H 2.41762 -0.59741 -5.13692
H 0.88006 -1.99567 -2.01805
H 2.38168 -1.77475 -2.88433
H 1.30308 -3.09453 -3.36586
H 4.72837 1.46672 -2.42072
H 6.82546 1.72797 -1.12531
H 6.88871 1.18540 1.27462
H 4.87300 0.37001 2.44042
H 2.69411 2.21795 4.26280
H 1.30192 2.55250 5.30583
H 1.96433 3.81951 4.27867
H 2.46990 2.51806 1.76171
H 1.46752 3.97118 1.88841
H 0.89239 2.53814 0.99428
H -1.05132 2.85348 4.26869
H -1.20200 2.92143 2.51288
H -0.34230 4.20261 3.38280
N -6.32206 0.57157 0.18205
C -5.30333 -0.25291 -0.08473
N -4.19087 0.43147 -0.19781
C -4.59878 1.71793 0.01758
N -5.88943 1.84028 0.25241
C -3.72409 2.89981 -0.00130
C -4.23703 4.17184 0.25242
N -3.46429 5.25016 0.24043
C -2.17828 5.06080 -0.02370
C -1.66181 3.79804 -0.27267
N -2.43485 2.71785 -0.25972
H -7.29420 0.35570 0.32193
H -5.41368 -1.32153 -0.18778
H -5.28835 4.31184 0.46798
H -1.53538 5.93336 -0.03563
H -0.60904 3.64886 -0.48367
C -0.10754 -3.23898 0.76334
N 0.06806 -4.69013 0.65996
C -0.81838 -5.33663 1.62756
N -2.23046 -4.99631 1.40348
C -2.35673 -3.54073 1.49086
N -1.50714 -2.84101 0.52041
C -1.87656 -3.30961 -0.82098
N -1.73965 -4.75853 -0.96976
C -0.33917 -5.10420 -0.68372
C -2.58208 -5.40363 0.03974
H 0.53532 -2.72289 0.05014
H 0.17998 -2.90826 1.76068
H -0.53649 -5.02381 2.63482
H -0.70238 -6.41973 1.55253
H -2.07988 -3.22602 2.49781
H -3.40092 -3.26517 1.31411
H -1.22468 -2.82252 -1.54756
H -2.91294 -3.02416 -1.02878
H 0.30165 -4.61010 -1.41587
H -0.21681 -6.18486 -0.77958
H -2.47251 -6.48640 -0.04566
H -3.62670 -5.14413 -0.15008

55
Properties=species:S:1:pos:R:3 method="wB97M-V/def2-TZVPD" gap_ev="7.61 / 6.61" e_above_lowest_ev=0.162 multiplicity=5 s2=6.02 charge=+2 max_force_ev_per_a=1.215
Os 0.09262 0.91015 0.38764
C 1.80327 0.10283 1.51883
C 2.33558 -0.87531 0.59145
C 1.49685 -2.02759 0.62736
C 0.49072 -1.84664 1.60880
C 0.72725 -0.60567 2.24385
C 0.27425 -0.25049 3.60813
C -0.54294 -2.85701 1.94939
C 1.68631 -3.26510 -0.15466
C 3.57337 -0.74266 -0.20434
C 2.65864 1.16616 2.16010
H 0.30668 0.81857 3.79400
H 0.96955 -0.72244 4.31271
H -0.71610 -0.64168 3.82852
H -1.21403 -3.02039 1.10143
H -1.14321 -2.56539 2.80696
H -0.07958 -3.82184 2.16847
H 0.73379 -3.61743 -0.55842
H 2.03972 -4.06940 0.50052
H 2.41598 -3.14568 -0.95273
H 3.37375 -0.86380 -1.27393
H 4.27622 -1.53733 0.06455
H 4.06466 0.21309 -0.04385
H 3.36291 0.70842 2.85971
H 2.06020 1.88197 2.71857
H 3.24166 1.71020 1.41849
F -2.45025 1.14409 3.16612
C -2.46335 2.45755 3.41276
F -3.67820 2.92856 3.26499
F -2.01402 2.68573 4.62488
S -1.33013 3.28464 2.16539
O -0.27363 2.24119 1.92969
O -0.84357 4.48564 2.70945
N -2.22505 3.44285 0.87800
S -2.12927 2.34604 -0.21198
O -0.86076 2.38540 -0.96761
O -2.34238 0.98182 0.25497
C -3.49449 2.79453 -1.38940
F -3.29661 4.01457 -1.82445
F -4.63323 2.67779 -0.75795
F -3.41688 1.92324 -2.38764
O 0.41456 -0.20595 -1.28665
S 0.86257 0.13279 -2.74869
C 0.93614 -1.55139 -3.47251
C -0.18097 -1.65730 -4.50979
C -1.30652 -0.74755 -4.02653
C -0.62375 0.56854 -3.69263
H 0.77680 -2.21368 -2.62235
H 1.93242 -1.71024 -3.88203
H -0.50545 -2.69202 -4.61115
H 0.17474 -1.32942 -5.48711
H -1.78240 -1.16221 -3.13467
H -2.07626 -0.60597 -4.78375
H -1.20836 1.26865 -3.10545
H -0.24979 1.07654 -4.58542

16
Properties=species:S:1:pos:R:3 method="wB97M-V/def2-TZVPD" gap_ev="8.55 / 8.55" e_above_lowest_ev=7.508 charge=0 max_force_ev_per_a=2.099
C -0.73704 0.61541 -1.43183
C -1.03811 -0.66824 1.32340
N -1.63018 0.21958 0.47067
H -1.50312 1.17166 0.81582
H 0.18113 -0.70390 1.05975
H -1.80356 0.69252 -1.57838
H -0.26785 1.49332 -1.86806
H -0.37902 -0.33221 -1.82207
H -0.94253 -0.37250 2.37458
H -1.37053 -1.69801 1.17800
C 1.24127 0.77664 -0.13643
O 1.86776 -1.35284 -0.41841
N 1.47264 -0.34639 0.50411
H 2.22927 -2.04361 0.15110
H 1.00858 1.62450 0.49272
H 1.67128 0.92408 -1.11495

44
Properties=species:S:1:pos:R:3 method="wB97M-V/def2-TZVPD" gap_ev="4.38 / 7.54" e_above_lowest_ev=0.000 multiplicity=2 s2=0.78 charge=+1 max_force_ev_per_a=0.086
Hg 0.10162 0.38548 0.61619
C -2.78449 3.49790 1.47931
C -1.72782 2.64832 1.55511
N -1.41977 1.76909 0.54429
C -2.22655 1.73079 -0.58944
C -3.33394 2.60035 -0.69636
C -3.61468 3.48894 0.33719
C -4.14387 2.53398 -1.88504
C -3.87328 1.66735 -2.88115
C -2.75935 0.77414 -2.78631
C -2.44430 -0.14446 -3.77986
C -1.35609 -0.98910 -3.62874
C -0.60347 -0.88690 -2.46722
N -0.86901 -0.02285 -1.49849
C -1.93856 0.82004 -1.62693
H -2.97443 4.17213 2.30200
H -1.07673 2.62999 2.41735
H -4.46169 4.15580 0.25950
H -4.98878 3.20744 -1.95455
H -4.49336 1.62802 -3.76792
H -3.05969 -0.19329 -4.66999
H -1.09016 -1.71296 -4.38467
H 0.25521 -1.53227 -2.31587
N 3.65389 -1.76432 1.47780
C 2.78740 -2.75642 1.92068
C 3.00646 -4.02096 2.45266
C 1.88148 -4.74637 2.78756
C 0.58718 -4.23317 2.60055
C 0.37764 -2.97704 2.07242
C 1.50719 -2.23962 1.73207
N 1.63017 -0.96486 1.18847
C 2.91942 -0.72090 1.05048
C 3.43878 0.52529 0.50030
C 4.73510 0.92226 0.38096
S 4.79627 2.47058 -0.32432
C 3.08929 2.49737 -0.40042
N 2.51009 1.42863 0.05151
H 4.65836 -1.81671 1.46135
H 4.00166 -4.41827 2.59783
H 1.99754 -5.73681 3.20529
H -0.26278 -4.84046 2.87904
H -0.61935 -2.58028 1.92773
H 5.63498 0.40160 0.66595
H 2.55244 3.34254 -0.80631